This record from the Open Molecules 2025 dataset describes C16H31AlN2O2PSi as an isolated structure in a non-equilibrium geometry. The level of theory is ωB97M-V with the def2-TZVPD basis set.

Calculated values
- Net charge: +2
- HOMO level (alpha / beta): -14.830 / -14.799 eV
- ⟨S²⟩: 0.788
- Multiplicity: 2
- Orbital gap (alpha / beta): 8.06 / 4.99 eV
- E_LUMO (alpha / beta): -0.2488 / -0.3603 Eh

Each line ends with the Löwdin spin population.
CARTESIAN COORDINATES (ANGSTROEM)
C -1.697 2.245 -1.504  0.003
C -1.152 1.153 -2.384  0.038
N -0.710 0.060 -1.735  0.076
C -0.786 -1.148 -2.394  0.008
C -0.626 -1.132 -3.779  0.143
C -0.813 0.042 -4.470  -0.011
C -1.189 1.207 -3.776  0.147
C -1.160 -2.278 -1.589  0.353
P -0.778 -2.576 0.160  0.061
H -1.459 2.145 -4.248  0.006
H -0.373 -2.078 -4.263  0.004
H -0.733 0.069 -5.555  -0.003
C 0.130 2.905 -0.064  0.000
C -2.062 2.676 0.921  0.000
H -1.031 -3.253 -2.078  0.010
H -2.802 2.180 -1.442  0.002
H -1.452 3.246 -1.894  0.000
C 0.657 -3.685 0.481  0.021
C -2.190 -3.676 0.561  0.016
H 0.847 -3.671 1.569  0.006
H 0.414 -4.715 0.176  0.000
H 1.564 -3.334 -0.032  0.000
H -2.516 -3.516 1.601  0.000
H -3.018 -3.446 -0.127  0.001
H -1.862 -4.717 0.398  0.002
H -2.138 3.759 0.732  0.000
H -3.058 2.213 0.828  0.000
H -1.682 2.513 1.942  0.000
H -0.122 3.933 -0.349  0.000
H 0.552 2.894 0.944  0.000
H 0.848 2.499 -0.781  0.000
C -1.141 -0.505 2.288  0.004
O -1.394 -0.834 3.371  0.002
Al -0.754 0.116 0.234  0.007
O -2.648 -0.705 -0.160  0.069
H -2.342 -1.463 -0.984  0.032
H -3.411 -0.222 -0.542  0.001
N -1.122 2.118 -0.090  0.000
C 3.862 -0.693 1.851  0.000
Si 2.477 0.555 1.664  0.001
C 1.714 0.873 3.353  0.000
C 3.266 2.167 1.063  0.000
C 1.232 -0.146 0.425  0.003
H 4.630 -0.326 2.542  0.000
H 4.352 -0.892 0.890  0.000
H 3.498 -1.649 2.244  0.000
H 2.478 1.316 4.011  0.000
H 0.857 1.560 3.313  0.000
H 1.382 -0.065 3.820  0.000
H 3.410 2.159 -0.028  0.000
H 2.692 3.065 1.334  0.000
H 4.265 2.267 1.519  0.000
H 1.396 -1.229 0.605  0.000
H 1.699 0.016 -0.572  0.000

---

This record from the Open Molecules 2025 dataset describes C16H31As3ClCuN as an isolated structure. The level of theory is ωB97M-V with the def2-TZVPD basis set.

Calculated values
- Net charge: +1
- HOMO level: -10.846 eV
- Multiplicity: 1
- Energy above the lowest of the compared OMol25 structures with the same formula, charge and spin: 0.4 kcal per mole
- Orbital gap: 8.15 eV
- E_LUMO: -0.0989 Eh

Each line ends with the natural charge from an NBO analysis.
CARTESIAN COORDINATES (ANGSTROEM)
Cu 1.884 -0.293 0.177  0.672
C 0.398 -3.454 -1.116  -0.936
As 0.293 -2.032 0.201  0.824
C -0.024 -3.056 1.818  -0.934
C -1.502 -1.296 -0.083  -0.726
C -1.653 -0.111 -1.056  -0.061
C -0.729 -0.281 -2.265  -0.621
C -1.378 1.243 -0.390  -0.714
As 0.340 1.523 0.519  0.796
C -0.210 1.311 2.379  -0.938
C 0.445 3.459 0.405  -0.932
C -3.097 -0.105 -1.600  -0.723
As -4.763 0.172 -0.543  0.906
C -4.293 -0.201 1.329  -0.963
C -4.766 2.130 -0.409  -0.955
H -0.531 -4.027 -1.116  0.233
H 1.226 -4.115 -0.860  0.241
H 0.571 -3.037 -2.106  0.243
H -0.902 -3.689 1.685  0.235
H -0.182 -2.385 2.660  0.238
H 0.844 -3.681 2.024  0.244
H -1.875 -1.030 0.910  0.239
H -2.113 -2.138 -0.426  0.234
H 0.333 -0.265 -1.989  0.198
H -0.886 0.526 -2.982  0.226
H -0.930 -1.222 -2.780  0.219
H -2.140 1.461 0.360  0.231
H -1.453 2.028 -1.149  0.238
H -1.084 1.930 2.584  0.232
H 0.607 1.611 3.035  0.243
H -0.452 0.267 2.582  0.227
H -0.502 3.882 0.742  0.234
H 0.632 3.758 -0.626  0.242
H 1.252 3.827 1.036  0.242
H -3.262 -1.054 -2.120  0.225
H -3.177 0.668 -2.373  0.228
H -4.133 -1.267 1.478  0.227
H -5.165 0.089 1.915  0.243
H -3.434 0.358 1.699  0.199
H -4.760 2.555 -1.413  0.232
H -3.930 2.536 0.159  0.204
H -5.695 2.429 0.075  0.239
Cl 6.417 2.852 -0.521  0.061
C 5.793 1.257 -0.335  -0.068
C 6.627 0.151 -0.355  -0.155
C 6.051 -1.098 -0.198  -0.226
C 4.683 -1.196 -0.033  0.045
N 3.880 -0.126 -0.014  -0.545
C 4.430 1.081 -0.162  0.029
H 7.692 0.272 -0.490  0.250
H 6.656 -1.993 -0.208  0.245
H 4.202 -2.157 0.087  0.212
H 3.763 1.933 -0.143  0.220

---

This record from the Open Molecules 2025 dataset describes C16H31B2F11NO14S2Zr2 as an isolated structure in a non-equilibrium geometry. The level of theory is ωB97M-V with the def2-TZVPD basis set.

Calculated values
- Net charge: +1
- HOMO level: -11.757 eV
- Multiplicity: 1
- Energy above the lowest of the compared OMol25 structures with the same formula, charge and spin: 0.0 kcal per mole
- Orbital gap: 6.27 eV
- E_LUMO: -0.2016 Eh

Each line ends with the Löwdin charge.
CARTESIAN COORDINATES (ANGSTROEM)
Zr -0.010 0.156 -0.389  1.961
Zr 0.201 1.763 3.251  1.957
N 1.169 3.210 2.204  -0.443
S 1.581 3.324 0.456  0.708
O 1.363 2.024 -0.265  -0.386
O 2.702 4.138 -0.006  -0.165
F 0.338 4.086 0.031  -0.086
S 1.893 4.577 2.508  0.539
O 1.294 5.804 2.039  -0.190
O 3.339 4.462 2.792  -0.217
F 1.312 4.405 3.983  -0.207
B -1.368 -1.496 0.501  -0.430
H -0.607 -2.089 0.018  -0.020
H -2.101 -2.201 0.863  0.026
H -0.937 -0.961 1.333  -0.049
H -1.781 -0.809 -0.222  -0.031
B 1.630 1.445 4.880  -0.322
H 1.024 2.326 5.024  -0.017
H 0.844 0.715 4.759  -0.034
H 2.036 1.620 3.896  -0.023
H 2.331 1.234 5.673  0.046
O 1.884 -0.905 -0.747  -0.382
C 2.850 -1.027 0.288  -0.258
C 2.247 -0.751 1.734  -0.225
O 1.189 0.233 1.790  -0.448
H 3.619 -0.256 0.231  0.103
H 3.358 -1.991 0.325  0.116
H 3.084 -0.484 2.379  0.114
H 1.909 -1.669 2.215  0.098
O -1.410 1.550 -1.340  -0.390
C -2.399 2.316 -0.589  -0.246
C -2.454 2.134 0.973  -0.267
O -1.287 1.517 1.500  -0.462
H -3.392 2.187 -1.019  0.109
H -2.290 3.374 -0.825  0.096
H -3.359 1.554 1.153  0.099
H -2.660 3.094 1.449  0.107
C -0.418 -4.869 -1.577  -0.062
C 0.274 -3.707 -2.187  -0.164
O -0.727 -3.121 -3.047  0.112
C -0.981 -1.885 -3.041  -0.291
O -0.634 -1.084 -2.164  -0.054
C -1.679 -1.405 -4.383  -0.605
F -1.929 -2.440 -5.164  0.198
F -2.762 -0.710 -4.082  0.202
F -0.907 -0.642 -5.044  0.242
H -1.031 -4.730 -0.686  0.087
H 0.263 -5.557 -1.075  0.088
H -0.786 -5.487 -2.396  0.096
H 1.152 -4.120 -2.683  0.142
H 0.705 -3.044 -1.436  0.101
C 3.846 0.346 -5.777  -0.051
C 3.107 0.602 -4.500  -0.310
O 2.313 1.658 -4.594  0.040
C 1.245 1.842 -3.718  -0.221
O 1.047 1.121 -2.735  0.052
C 0.369 3.112 -3.947  -0.498
F 0.386 3.774 -2.796  0.175
F 0.878 3.787 -4.963  0.201
F -0.943 2.711 -4.176  0.135
H 4.391 1.210 -6.155  0.088
H 3.245 -0.140 -6.546  0.086
H 4.633 -0.354 -5.496  0.085
H 3.816 0.899 -3.727  0.143
H 2.653 -0.356 -4.249  0.135
C -4.962 -1.651 2.842  -0.050
C -3.785 -0.994 3.482  -0.190
O -2.785 -1.947 3.895  0.047
C -1.454 -1.687 3.885  -0.292
O -0.996 -0.560 3.770  0.026
C -0.568 -2.949 4.092  -0.490
F -1.308 -4.015 4.318  0.192
F 0.214 -3.223 3.048  0.187
F 0.181 -2.825 5.259  0.130
H -4.587 -2.307 2.056  0.081
H -5.460 -0.883 2.250  0.090
H -5.712 -2.217 3.394  0.093
H -4.202 -0.479 4.347  0.133
H -3.244 -0.281 2.860  0.107

---

This record from the Open Molecules 2025 dataset describes a 2-piece molecular cluster, C16H31BClNO6P2S overall in a non-equilibrium geometry. The level of theory is ωB97M-V with the def2-TZVPD basis set.

Calculated values
- Net charge: -2
- HOMO level: -0.875 eV
- Multiplicity: 1
- Energy above the lowest of the compared OMol25 structures with the same formula, charge and spin: 0.0 kcal per mole
- Orbital gap: 4.15 eV
- E_LUMO: 0.1204 Eh

Each line ends with the natural charge from an NBO analysis.
CARTESIAN COORDINATES (ANGSTROEM)
C -6.218 -1.834 -0.680  -0.604
C -5.167 -0.764 -1.059  -0.400
C -4.255 -0.490 0.139  -0.384
C -3.728 0.941 0.175  -0.394
C -2.780 1.212 1.352  -0.384
C -1.299 1.137 0.981  -0.408
C -0.396 1.808 2.035  -0.395
C 0.708 0.882 2.545  -0.396
C 1.679 0.364 1.483  -0.464
C 2.511 1.405 0.716  0.016
P 2.811 2.944 1.768  1.091
O 3.326 4.086 0.710  -0.970
Cl 4.464 2.546 3.012  -0.358
O 1.616 1.940 -0.262  -0.767
B 1.814 1.313 -1.560  0.752
N 1.005 -0.100 -1.764  -0.578
C -0.147 -0.069 -2.087  0.265
S -1.660 -0.063 -2.660  -0.274
O 3.236 0.989 -1.559  -0.731
C 3.674 0.860 -0.220  -0.158
C 5.017 1.735 -0.200  0.726
O 5.901 1.373 0.629  -0.801
O 5.139 2.663 -0.991  -0.736
P 4.355 -0.861 0.091  0.780
C 2.990 -2.139 0.094  -0.965
C 5.262 -1.205 -1.497  -0.695
C 4.359 -1.742 -2.620  -0.612
H -5.800 -2.454 0.106  0.205
H -7.118 -1.363 -0.287  0.181
H -6.441 -2.508 -1.497  0.205
H -5.686 0.165 -1.300  0.182
H -4.610 -1.086 -1.934  0.213
H -4.877 -0.612 1.031  0.169
H -3.454 -1.225 0.213  0.208
H -3.323 1.239 -0.789  0.226
H -4.616 1.565 0.334  0.169
H -2.971 2.235 1.683  0.183
H -3.042 0.529 2.162  0.182
H -1.017 0.080 0.979  0.190
H -1.110 1.524 -0.012  0.229
H 0.044 2.670 1.544  0.230
H -0.995 2.144 2.885  0.174
H 1.216 1.314 3.402  0.206
H 0.193 -0.003 2.943  0.180
H 1.205 -0.299 0.770  0.235
H 2.400 -0.267 2.019  0.209
H 4.162 4.424 1.052  0.498
H 1.534 2.041 -2.485  -0.117
H 3.420 -3.098 -0.195  0.206
H 2.666 -2.253 1.124  0.211
H 2.121 -1.914 -0.526  0.227
H 5.681 -0.273 -1.860  0.251
H 6.036 -1.951 -1.330  0.195
H 3.899 -2.699 -2.374  0.178
H 4.957 -1.892 -3.526  0.173
H 3.564 -1.046 -2.871  0.242
O -7.187 -4.525 -0.240  -0.927
H -8.058 -4.189 -0.009  0.465
H -7.011 -5.205 0.418  0.465